{"formula": "C29H55F12O21SV2", "method": "ωB97M-V with the def2-TZVPD basis set", "homo_lumo_gap_ev": 3.999, "de_lowest_ev": 8.194, "spin_multiplicity": 1, "total_energy_ha": -6201.952513, "total_charge": 1, "species": ["O", "V", "O", "O", "V", "O", "C", "F", "F", "F", "S", "O", "O", "O", "C", "O", "C", "C", "O", "C", "H", "H", "H", "H", "H", "H", "H", "H", "H", "H", "C", "O", "C", "C", "O", "C", "H", "H", "H", "H", "H", "H", "H", "H", "H", "H", "C", "O", "C", "C", "O", "C", "H", "H", "H", "H", "H", "H", "H", "H", "H", "H", "C", "O", "C", "C", "O", "C", "H", "H", "H", "H", "H", "H", "H", "H", "H", "H", "C", "C", "O", "C", "O", "C", "F", "F", "F", "H", "H", "H", "H", "H", "C", "C", "O", "C", "O", "C", "F", "F", "F", "H", "H", "H", "H", "H", "C", "C", "O", "C", "O", "C", "F", "F", "F", "H", "H", "H", "H", "H"], "coordinates": [[2.437264, 6.255124, 1.426851], [3.216164, 5.222904, 2.341691], [4.706624, 5.080944, 1.802951], [1.525034, 3.076964, -5.232739], [2.855324, 2.302934, -4.973689], [2.878024, 0.836074, -5.609869], [0.701444, -0.111256, 0.492221], [0.837504, -0.533816, 1.719101], [0.572804, -1.102816, -0.321549], [-0.419366, 0.637674, 0.480331], [2.189444, 0.974164, 0.019671], [3.262764, 0.131184, 0.519181], [2.124494, 1.122394, -1.460179], [2.121104, 2.252524, 0.761441], [5.265784, -6.382166, 1.783071], [5.353564, -6.131156, 0.439581], [4.439684, -5.056996, 0.077291], [4.777664, -4.534506, -1.386729], [4.773734, -5.619926, -2.383689], [5.207224, -5.221836, -3.645339], [4.269844, -6.695136, 2.096521], [5.587584, -5.555776, 2.416811], [5.927444, -7.231166, 1.954791], [4.528114, -4.238886, 0.792131], [3.425434, -5.450686, 0.143561], [5.620474, -3.849126, -1.476279], [3.928694, -3.908916, -1.662389], [4.533114, -4.423486, -3.955649], [5.010714, -6.048076, -4.328589], [6.206314, -4.791426, -3.577039], [-3.159756, -1.821806, 6.213891], [-2.343806, -2.416826, 5.195501], [-2.638506, -3.772776, 5.020011], [-1.510536, -4.467726, 4.343391], [-1.881686, -5.690606, 3.850001], [-0.792276, -6.310196, 3.241391], [-3.228546, -2.463756, 7.092101], [-4.205006, -1.678486, 5.940001], [-2.764206, -0.832426, 6.443641], [-3.556636, -3.917666, 4.450671], [-2.772176, -4.314456, 5.956391], [-0.632076, -4.554956, 4.982781], [-1.198046, -3.862306, 3.492561], [-1.167596, -7.310066, 3.023471], [-0.004826, -6.487836, 3.973821], [-0.422536, -5.856896, 2.321651], [3.601714, 6.086094, -3.627569], [4.254584, 4.796774, -3.375439], [5.509404, 4.889204, -2.702799], [5.998624, 3.541404, -2.296269], [5.742174, 2.682964, -3.352319], [6.308984, 1.350734, -3.275919], [4.293684, 6.657294, -4.246429], [3.442214, 6.647944, -2.707249], [2.632934, 6.011354, -4.121529], [5.472824, 5.601284, -1.878359], [6.150504, 5.369384, -3.442069], [5.405324, 3.206984, -1.445229], [7.051714, 3.570154, -2.016509], [6.074734, 0.762374, -4.163079], [5.824424, 0.902754, -2.408379], [7.386944, 1.294864, -3.124279], [4.558174, 2.196204, 4.967781], [3.457154, 3.055604, 4.738711], [2.263514, 2.459384, 5.281921], [1.196554, 3.525694, 5.559731], [0.951084, 4.313344, 4.404861], [-0.243256, 5.145014, 4.391151], [4.310524, 1.141544, 4.847481], [4.872024, 2.317934, 6.004501], [5.359474, 2.442604, 4.271151], [2.316284, 2.055824, 6.293081], [1.918324, 1.631924, 4.662041], [1.538184, 4.203964, 6.341611], [0.295514, 3.039244, 5.933371], [-0.294306, 5.679894, 5.339521], [-1.188906, 4.719904, 4.054801], [-0.111616, 6.007724, 3.738071], [-4.296186, -3.646476, -0.977809], [-5.618086, -4.262566, -0.508759], [-6.621826, -3.485846, -1.036099], [-7.913576, -3.677886, -0.662429], [-8.314356, -4.589516, 0.038171], [-8.862846, -2.590446, -1.115869], [-10.007966, -3.066216, -1.478889], [-9.083536, -1.627486, -0.198629], [-8.320536, -1.957546, -2.173889], [-4.200736, -3.762466, -2.057409], [-3.488256, -4.207666, -0.508329], [-4.125996, -2.608766, -0.690939], [-5.606786, -4.254456, 0.581161], [-5.783006, -5.280956, -0.860599], [-4.508456, 1.445644, -5.501899], [-4.310756, 0.403464, -4.456199], [-3.571326, -0.749006, -4.813879], [-2.181026, -0.749176, -4.745889], [-1.480276, 0.082624, -4.210469], [-1.479876, -2.018506, -5.259969], [-0.827176, -1.741436, -6.408459], [-0.460356, -2.409536, -4.403819], [-2.421846, -2.917376, -5.481249], [-3.642416, 2.107324, -5.517539], [-5.374246, 2.082964, -5.322079], [-4.763796, 0.943424, -6.434999], [-5.297986, 0.069464, -4.136919], [-3.837396, 0.834634, -3.574079], [-2.043166, 4.867134, -1.302769], [-3.220356, 5.415444, -0.491519], [-3.947346, 4.415134, 0.208831], [-4.994186, 3.735954, -0.310339], [-5.450526, 3.932474, -1.433059], [-5.777296, 2.780754, 0.610701], [-5.144346, 2.820394, 1.795641], [-7.028256, 3.226194, 0.751781], [-5.844496, 1.523554, 0.207191], [-1.243456, 4.349844, -0.772699], [-1.550806, 5.646334, -1.884599], [-2.434466, 4.216414, -2.084779], [-3.947186, 5.993324, -1.062369], [-2.908836, 6.156494, 0.244621]], "forces_ev_per_angstrom": [[1.5047, -1.5003, 1.4321], [0.4231, -0.6911, -1.5397], [-2.7201, 0.6027, 0.8737], [0.9858, -1.2141, -0.3048], [0.3487, -1.4158, 0.7909], [-0.6158, 3.0501, 0.8320], [0.2209, 2.8860, -0.0291], [0.3868, -0.6529, 1.1364], [-0.1162, -1.2078, -0.9643], [-0.2495, 0.0253, -0.3712], [1.2007, 0.0389, -0.5920], [-0.2540, 0.1843, -0.5065], [-0.1496, 0.0323, 1.5805], [-0.6073, -0.3444, -0.4104], [0.4144, -1.1447, 1.0040], [-0.8030, 1.8206, -1.4489], [1.6626, -0.8767, -1.6787], [-1.6610, -1.2798, -0.1110], [0.3104, 0.2676, 2.5118], [-1.0604, 0.8765, 0.3688], [-0.3563, 0.0494, 0.0344], [0.0565, 0.3041, 0.0379], [0.0463, 0.0179, 0.2850], [0.1204, 0.2478, -0.0540], [-0.1607, 0.0274, -0.2799], [0.6402, -0.5729, 0.2536], [-0.3049, 0.2897, 0.0650], [-0.0223, 0.4450, -0.5079], [0.7306, -0.0189, 0.0443], [0.3672, -0.4263, -0.5179], [0.0297, -0.1495, -0.3151], [-0.3769, 0.5157, 0.8356], [-0.5493, -0.7502, 0.3400], [0.9610, 1.4910, -0.8950], [-0.6888, -0.5780, -0.0837], [-0.4077, -1.8684, 0.2727], [0.4898, 0.0475, 0.2605], [-0.1217, -0.0524, -0.6444], [0.2041, -0.2248, 0.0800], [-0.1703, 0.0540, -0.2217], [-0.2814, 0.2851, 0.5204], [0.1008, 0.0125, 0.4085], [0.2290, 0.5072, -0.1720], [0.1712, -0.0588, -0.4316], [0.4419, 0.3732, -0.0427], [-0.0292, 0.4115, 0.0746], [1.3488, -0.3290, 0.3482], [-2.0525, 0.0333, -0.0073], [-0.0501, 1.5481, -1.2981], [-0.7124, -0.2014, 0.8141], [0.3675, -1.4673, -2.3662], [-0.6570, 0.2237, 1.1058], [-0.1479, 0.2271, -0.1718], [0.0855, -0.1764, 0.2327], [0.2328, -0.6609, -0.0429], [-0.2344, -0.2113, 0.3901], [0.6347, -0.1526, -0.0207], [0.0735, -0.1178, 0.4310], [0.1320, 0.0683, -0.0505], [-0.2092, 0.4156, -0.0906], [0.1163, -0.4859, 0.0227], [0.0941, 0.5661, -0.0606], [0.5672, -0.2127, 0.2519], [-1.1297, -0.1370, 0.1071], [-1.0998, 1.0594, 0.1885], [0.3325, 0.1468, -0.4992], [-0.6002, 0.6803, -1.6564], [0.9247, 0.9947, 0.4721], [-0.2280, 0.0013, -0.3021], [0.3092, 0.0734, 0.0151], [-0.0491, 0.0856, 0.1470], [1.1682, -0.2561, 0.1709], [-0.0429, 0.2162, -0.3900], [0.2054, -0.0245, 0.2286], [-0.1601, -0.1242, -0.2207], [-0.5157, -0.5342, 0.4456], [0.2769, -0.8011, 0.4505], [0.5936, -0.3012, -0.5763], [0.1146, -0.9183, -0.0897], [1.7719, -0.5882, 0.6301], [-3.3539, 1.9892, -0.5533], [1.1780, -2.1375, 2.0179], [0.6743, 1.3150, -1.1256], [1.0179, 1.9104, -0.8536], [-1.2997, -0.8433, -0.2105], [0.3017, -0.6133, 0.3134], [0.0197, 0.0757, -0.2685], [0.0706, 0.1897, -0.0113], [0.0821, -0.1315, -0.0871], [-0.5083, 0.0163, -0.0006], [-0.4668, -0.0788, 0.1074], [0.4266, -0.1612, 0.1260], [0.1610, 0.2216, -0.6841], [-0.6244, 0.7475, 1.9705], [2.7195, -1.1173, -1.2026], [-0.6276, 1.6946, 1.9763], [-1.2456, -0.4400, -0.9361], [0.7488, 0.5277, -0.0775], [-0.5469, -0.1297, 0.1012], [-2.2008, 0.0305, -0.8425], [0.8521, -0.9675, 0.1635], [0.0513, -0.1279, -0.7011], [-0.0162, -0.1363, 0.5327], [0.5262, 0.2264, -0.3347], [0.2030, -0.5588, -0.0132], [0.0210, 0.0741, 0.0800], [-0.5169, 0.0321, -0.7711], [0.0174, 0.8106, -0.5736], [-0.8475, -1.9245, 1.2780], [-0.4703, 1.9276, -3.5295], [1.0806, -0.5163, 1.8946], [0.8078, 0.6281, 1.1043], [-0.4845, -0.4030, 0.3854], [0.3221, 0.0510, 0.0265], [0.2854, 0.0665, -0.3807], [-0.4021, -0.0539, 0.4231], [-0.1330, 0.4324, 0.2515], [-0.0108, -0.3361, 0.1535], [0.1618, -0.3027, -0.7030], [0.2252, -0.4624, 0.4255]], "lowdin_charge": [-0.22, 1.25, -0.22, -0.20, 1.25, -0.21, -0.72, 0.16, 0.19, 0.11, 0.50, -0.34, -0.38, -0.39, -0.17, -0.18, -0.14, -0.14, -0.20, -0.14, 0.09, 0.09, 0.09, 0.11, 0.12, 0.11, 0.11, 0.07, 0.09, 0.09, -0.10, -0.17, -0.23, -0.26, -0.16, -0.12, 0.08, 0.08, 0.08, 0.13, 0.13, 0.13, 0.13, 0.09, 0.09, 0.09, -0.05, -0.23, -0.20, -0.22, -0.22, -0.05, 0.09, 0.09, 0.09, 0.13, 0.13, 0.13, 0.14, 0.09, 0.10, 0.09, -0.09, -0.21, -0.18, -0.19, -0.23, -0.06, 0.10, 0.10, 0.09, 0.13, 0.14, 0.13, 0.14, 0.09, 0.10, 0.07, -0.05, -0.24, 0.01, -0.33, 0.17, -0.58, 0.22, 0.16, 0.15, 0.08, 0.08, 0.08, 0.13, 0.14, -0.06, -0.25, 0.01, -0.31, 0.15, -0.50, 0.15, 0.13, 0.19, 0.08, 0.08, 0.09, 0.13, 0.12, -0.05, -0.20, 0.01, -0.32, 0.13, -0.56, 0.15, 0.18, 0.19, 0.08, 0.07, 0.08, 0.12, 0.12]}